Record 1
The following is a quantum chemistry calculation of a structure of composition C12H26N3O7V, from the Open Molecules 2025 dataset.

Cartesian coordinates (Å):
V (-1.5278, 0.1665, 0.0433)
C (-1.2989, -0.3394, -4.2936)
C (-0.3920, -0.1889, -3.0884)
C (0.7684, 0.7988, -3.2993)
O (-1.1270, 0.0745, -1.9666)
H (-1.7493, 0.6372, -4.4867)
H (-2.0549, -1.1016, -4.1154)
H (-0.7707, -0.6527, -5.2012)
H (0.1924, -1.1291, -2.9489)
H (1.5121, 0.7500, -2.5008)
H (0.4661, 1.8449, -3.3941)
H (1.2652, 0.4434, -4.2105)
C (-3.5842, 0.1612, 1.0569)
O (-2.5688, 0.5066, 1.8755)
O (-3.5273, 1.0431, 0.0603)
O (-3.2479, -1.0400, 0.6217)
C (0.9950, -0.0539, 3.4453)
C (1.1952, 0.2936, 1.9968)
O (0.3342, 0.1460, 1.1420)
N (2.3913, 0.8305, 1.6765)
C (2.7455, 1.2413, 0.3330)
H (-0.0681, -0.2454, 3.5927)
H (1.3404, 0.7424, 4.1055)
H (1.5092, -0.9535, 3.7888)
H (3.0102, 0.9779, 2.4541)
H (2.7147, 0.3844, -0.3441)
H (3.8237, 1.4122, 0.3904)
H (2.2219, 2.0771, -0.1176)
C (-2.0937, -3.8279, 0.1702)
C (-0.8194, -3.0533, 0.1432)
O (-0.8331, -1.8479, -0.0478)
N (0.3085, -3.7052, 0.4971)
C (1.6213, -3.1084, 0.4454)
H (-2.9024, -3.3329, 0.7046)
H (-2.0064, -4.8087, 0.6482)
H (-2.4692, -3.9723, -0.8446)
H (0.1481, -4.6564, 0.7780)
H (1.5401, -2.0417, 0.2797)
H (2.2572, -3.6289, -0.2741)
H (2.1409, -3.3144, 1.3881)
O (-0.8121, 2.3032, 0.0017)
C (-0.4551, 3.1298, 0.8188)
N (-0.9182, 3.1167, 2.0934)
C (0.4502, 4.2720, 0.4301)
H (-0.7732, 3.8871, 2.7183)
H (-1.1029, 2.1848, 2.4421)
H (1.4324, 4.1836, 0.9064)
H (-0.0202, 5.2145, 0.7012)
H (0.7385, 4.1790, -0.6154)

Results
LUMO energy (alpha / beta): 0.00200 / 0.00197 Eh
<S²>: 2.01
Multiplicity: 3
Kohn-Sham gap (alpha / beta): 7.43 / 7.57 eV
Electronic energy: -57355.8785 eV
E_HOMO (alpha / beta): -7.378 / -7.516 eV

Record 2
The following is a quantum chemistry calculation of an isolated molecule of C32H39N3, from the Open Molecules 2025 dataset.

Cartesian coordinates (Å):
C (-3.4882, -1.2300, 3.1889)
N (-3.6668, -1.5785, 1.7928)
H (-2.7752, -1.8843, 1.4106)
C (-4.1578, -0.5016, 0.9625)
H (-4.3474, -0.9290, -0.0269)
C (-3.1856, 0.6966, 0.8076)
N (-1.8712, 0.1485, 0.5644)
H (-1.7998, -0.1686, -0.3939)
C (-0.7089, 0.9173, 0.9523)
H (-0.9633, 1.4987, 1.8422)
H (-0.3674, 1.6229, 0.1808)
C (0.4490, -0.0215, 1.3390)
N (1.2999, 0.6831, 2.2747)
H (1.7571, 1.4553, 1.8033)
C (2.2682, -0.1077, 3.0206)
C (3.7060, 0.4230, 2.9003)
C (4.1875, 0.3428, 1.4812)
C (4.1628, 1.4534, 0.6490)
C (4.5248, 1.3499, -0.6836)
C (4.9216, 0.1341, -1.2207)
C (4.9642, -0.9746, -0.3822)
C (4.6026, -0.8720, 0.9464)
H (4.6408, -1.7463, 1.5818)
H (5.2806, -1.9284, -0.7802)
C (5.2827, 0.0030, -2.6689)
H (5.4272, 0.9791, -3.1255)
H (6.1949, -0.5791, -2.7870)
H (4.4862, -0.5132, -3.2060)
H (4.4939, 2.2281, -1.3134)
H (3.8632, 2.4148, 1.0449)
H (4.3491, -0.1744, 3.5501)
H (3.7291, 1.4568, 3.2507)
H (1.9756, -0.0871, 4.0794)
H (2.2456, -1.1533, 2.6944)
C (1.2173, -0.5319, 0.0905)
C (0.3144, -1.0812, -0.9679)
C (0.1068, -0.3555, -2.1167)
C (-0.8080, -0.7700, -3.0941)
C (-1.5359, -1.9110, -2.9115)
C (-1.3441, -2.7033, -1.7602)
C (-2.0884, -3.8843, -1.5579)
C (-1.8970, -4.6542, -0.4466)
C (-0.9326, -4.2836, 0.5008)
C (-0.1976, -3.1428, 0.3341)
C (-0.3900, -2.3043, -0.7844)
H (0.5503, -2.8858, 1.0673)
H (-0.7725, -4.9095, 1.3666)
H (-2.4757, -5.5532, -0.2952)
H (-2.8164, -4.1682, -2.3048)
H (-2.2642, -2.2267, -3.6449)
H (-0.9412, -0.1705, -3.9837)
H (0.6495, 0.5675, -2.2674)
H (1.9448, -1.2842, 0.4029)
H (1.7790, 0.3104, -0.3223)
H (0.0059, -0.8684, 1.8725)
H (-3.1442, 1.2500, 1.7518)
C (-3.7087, 1.6379, -0.3028)
C (-2.7759, 2.7844, -0.5491)
C (-1.9436, 2.7943, -1.6621)
C (-1.0466, 3.8280, -1.8649)
C (-0.9702, 4.8694, -0.9562)
C (-1.8009, 4.8737, 0.1518)
C (-2.6968, 3.8398, 0.3521)
H (-3.3449, 3.8487, 1.2172)
H (-1.7501, 5.6869, 0.8614)
H (-0.2697, 5.6767, -1.1127)
H (-0.4051, 3.8210, -2.7348)
H (-1.9961, 1.9805, -2.3722)
H (-4.6910, 2.0092, -0.0022)
H (-3.8283, 1.0555, -1.2200)
H (-5.1082, -0.1510, 1.3743)
H (-3.2214, -2.1340, 3.7354)
H (-4.4348, -0.8560, 3.5807)
H (-2.7112, -0.4756, 3.3667)

Results
LUMO energy: 0.02075 Eh
Energy relative to the best compared isomer or geometry (same formula, charge and spin): 1.3 kcal/mol
Kohn-Sham gap: 8.54 eV
Electronic energy: -38288.1040 eV
E_HOMO: -7.972 eV

Record 3
The following is a quantum chemistry calculation of an isolated molecule of C5H12S2Si, from the Open Molecules 2025 dataset.

Cartesian coordinates (Å):
C (1.3964, 0.6424, 0.3294)
C (-1.1740, -1.2092, 0.4094)
C (-1.3591, 1.8374, 0.4534)
C (-0.4457, 0.5077, -2.2327)
C (2.0030, -0.4842, 1.0344)
Si (-0.3992, 0.4428, -0.2564)
S (2.1251, 2.0459, -0.1133)
S (3.1414, -1.2960, -0.1904)
H (-0.7798, -2.0133, -0.2332)
H (-0.9280, -1.4775, 1.4387)
H (-2.3039, -1.2057, 0.2582)
H (-1.2994, 1.9444, 1.5792)
H (-1.0197, 2.7973, 0.1549)
H (-2.4428, 1.6741, 0.3074)
H (-0.6304, 1.5642, -2.4673)
H (0.4742, 0.0026, -2.7002)
H (-1.3395, 0.0889, -2.6489)
H (2.6790, -0.0822, 1.8009)
H (1.0962, -1.0383, 1.4739)
H (2.1747, -1.8927, -0.9169)

Results
LUMO energy: -0.02270 Eh
Energy relative to the best compared isomer or geometry (same formula, charge and spin): 0.7 kcal/mol
Kohn-Sham gap: 7.80 eV
Electronic energy: -34927.1552 eV
E_HOMO: -8.416 eV